1.
The following is a quantum chemistry calculation of a molecular structure, C18H21ClN2O3S, from OMol25.

## Properties
- total energy (eV) = -51472.025
- LUMO energy (eV) = 0.06
- Kohn-Sham gap (eV) = 8.78
- highest occupied orbital energy (eV) = -8.72
- energy relative to the best compared isomer or geometry (same formula, charge and spin) (kcal/mol) = 376.4

ORCA input file:
```
! RIJCOSX wB97M-V def2-TZVPD def2/J DEFGRID3
* xyz 0 1
C 2.29768 -1.44158 -3.59300
C 1.44832 -1.23239 -2.49500
C 0.25849 -0.76504 -2.36123
N -0.08282 -0.87636 -0.89088
C 0.99120 -1.29968 -0.25350
C 1.01816 -1.87934 1.19081
C 2.15097 -2.32177 1.79333
C 2.52171 -2.55335 2.95103
C 1.39225 -2.50645 3.79131
C 0.02310 -2.09375 3.24635
C 0.04231 -2.01492 1.86129
H -0.83242 -1.60452 1.50431
H -0.80857 -1.89419 3.95901
Cl 1.41523 -2.98343 5.39460
H 3.45320 -2.81973 3.37942
H 3.08334 -2.41059 1.08072
O 1.82531 -1.66598 -1.10953
C -0.77114 -0.16961 -3.03258
H -0.50335 -0.48776 -4.28420
H -0.72896 0.82529 -3.03885
S -2.30507 -0.70412 -2.52856
O -3.04002 -1.52895 -3.67486
C -3.17084 0.81211 -2.46037
C -2.58073 1.78540 -1.46224
O -2.37760 3.14957 -1.83028
N -1.78581 1.45271 -0.58421
H -1.59010 0.59253 -0.39136
C -1.01622 2.19999 0.32994
H -1.57388 3.22177 0.39740
C -1.42436 1.81759 1.89884
C 0.04114 2.10079 2.55083
H 0.09625 3.29295 2.88535
C 1.01874 1.78058 1.55217
H 1.15061 0.82851 1.64752
H 1.97181 2.31301 1.88420
C 0.47985 2.14966 0.13529
H 0.90732 3.42259 0.00389
H 0.53625 1.50238 -0.52875
H 0.08664 1.53300 3.54327
H -1.46474 0.54774 1.94034
H -2.40296 2.28705 2.33953
H -3.38673 1.09350 -3.30501
H -4.17832 0.72404 -1.91050
H 3.08285 -0.55451 -3.44520
H 1.91856 -1.36340 -4.42471
H 2.81334 -2.26133 -3.65593
*
```

2.
The following is a quantum chemistry calculation of 2 unconnected molecules or ions with the total composition C20H33F9N2O5SSi, from OMol25.

## Properties
- total energy (eV) = -77663.646
- LUMO energy (eV) = 0.54
- Kohn-Sham gap (eV) = 9.41
- highest occupied orbital energy (eV) = -8.87

ORCA input file:
```
! RIJCOSX wB97M-V def2-TZVPD def2/J DEFGRID3
* xyz 0 1
C -1.80600 -3.46040 1.02604
C -1.01300 -3.25181 -0.30032
C -1.84820 -2.39073 -1.30665
N -1.08179 -1.35337 -1.99076
C -0.97277 -0.04655 -1.31943
C -1.28044 -0.01503 0.18048
C -1.06561 1.33072 0.90331
O -0.26799 1.19080 2.08584
Si -1.06593 1.66327 3.48330
C -2.37839 0.43457 4.06952
C 0.25283 1.75523 4.84933
C -1.81787 3.40758 3.38336
C 0.57827 0.21662 -1.43522
N 1.49476 -0.63102 -0.71503
O 0.86855 1.61778 -1.52442
C -0.14311 2.09796 -2.31369
O -0.00930 3.06798 -2.93319
C -1.38412 1.11270 -2.26078
C -2.61834 1.99064 -2.04697
F -2.46593 2.90503 -1.08773
F -2.77853 2.73197 -3.17826
C -3.98990 1.28155 -1.82064
F -3.91310 0.09367 -1.22100
F -4.70319 2.05675 -0.98873
C -4.90219 1.11330 -3.08015
F -5.94022 0.37789 -2.65017
F -5.43525 2.23700 -3.48174
C -4.29884 0.30104 -4.26570
F -3.64883 1.02824 -5.13125
F -5.32437 -0.22728 -4.92422
F -3.57127 -0.71392 -3.85777
H -2.57072 -2.69494 1.19368
H -2.31630 -4.42507 0.95192
H -1.13985 -3.45007 1.89357
H -0.89155 -4.24984 -0.73466
H -0.01381 -2.84369 -0.13775
H -2.17368 -3.09483 -2.08447
H -2.76691 -2.05930 -0.80923
H -1.31347 -1.26890 -2.96791
H -2.28242 -0.37067 0.43911
H -0.61025 -0.73515 0.66451
H -0.66914 2.14245 0.29152
H -2.06454 1.67143 1.23702
H -2.40297 0.49809 5.16718
H -2.12839 -0.60446 3.82869
H -3.38981 0.69163 3.73565
H 1.06746 2.41010 4.52725
H -0.23970 2.13161 5.75106
H 0.63499 0.74064 5.01061
H -2.91253 3.37218 3.43390
H -1.58374 3.79874 2.38338
H -1.42401 4.06122 4.16301
H 0.73252 -0.08679 -2.50036
H 1.59867 -1.48857 -1.24697
H 2.41915 -0.18521 -0.79828
H -1.45672 0.84438 -3.32397
O 4.34671 0.10666 -0.62724
S 4.82421 -0.94441 0.24393
O 3.92483 -1.75457 1.02033
C 5.90664 -2.01237 -0.69762
C 7.28639 -1.38046 -0.54550
C 7.40012 -0.97881 0.92988
C 6.09609 -0.26994 1.31493
H 5.56612 -2.06280 -1.72980
H 5.87332 -3.00164 -0.24127
H 8.07623 -2.07087 -0.83935
H 7.36205 -0.49224 -1.17735
H 7.52657 -1.87481 1.54178
H 8.26229 -0.33713 1.10827
H 5.82307 -0.45580 2.35093
H 6.15311 0.80208 1.13225
*
```

3.
The following is a quantum chemistry calculation of a molecular structure, C2FO3, from OMol25.

## Properties
- total energy (eV) = -10931.251
- LUMO energy (alpha / beta) (eV) = 4.15 / 2.45
- Kohn-Sham gap (alpha / beta) (eV) = 4.54 / 9.77
- highest occupied orbital energy (alpha / beta) (eV) = -0.39 / -7.32
- <S²> = 2.007

ORCA input file:
```
! RIJCOSX wB97M-V def2-TZVPD def2/J DEFGRID3
* xyz -1 3
C -0.80471 0.67341 -1.03679
C 0.47099 -0.37220 0.93443
O -1.58400 -0.22431 -1.27792
O -0.21215 1.67747 -1.22277
O 1.16989 0.23963 1.67304
F 0.95998 -1.99400 0.93000
*
```

4.
The following is a quantum chemistry calculation of a molecular structure, C28H60F12FeN2O24P4S4, from OMol25.

## Properties
- total energy (eV) = -229621.858
- LUMO energy (alpha / beta) (eV) = -1.38 / -4.92
- Kohn-Sham gap (alpha / beta) (eV) = 11.54 / 7.99
- highest occupied orbital energy (alpha / beta) (eV) = -12.91 / -12.90
- energy relative to the best compared isomer or geometry (same formula, charge and spin) (kcal/mol) = 23.6
- <S²> = 8.756

ORCA input file:
```
! RIJCOSX wB97M-V def2-TZVPD def2/J DEFGRID3
* xyz 1 6
Fe 0.16953 -0.40220 0.42399
C -2.33498 0.39613 3.82300
F -3.41952 1.12362 3.49640
F -2.30753 0.12528 5.11466
F -2.46148 -0.74635 3.12676
S -0.71247 1.25504 3.25666
O -1.01602 2.34117 2.30802
O -0.12921 1.77047 4.48955
N 0.20370 0.10463 2.28306
S 1.18178 -0.51501 3.40687
O 0.60744 -0.86901 4.70449
O 1.81500 -1.60969 2.69472
C 2.60347 0.77156 3.70878
F 2.29232 1.94844 3.20484
F 2.81499 0.96989 5.03720
F 3.74732 0.24758 3.35840
C 2.85609 -1.74427 -2.82938
F 2.58675 -0.46725 -3.01691
F 2.91885 -2.40702 -3.97418
F 4.01163 -1.83429 -2.15798
S 1.42269 -2.56691 -1.73259
O 0.78688 -3.67670 -2.46229
O 1.98044 -2.87993 -0.45358
N 0.28614 -1.25180 -1.35425
S -0.62155 -1.24150 -2.70655
O -1.36498 -0.01729 -2.72791
O 0.01658 -1.55281 -4.00274
C -2.09353 -2.48958 -2.42967
F -3.18998 -2.16581 -3.17676
F -1.76226 -3.75462 -2.80385
F -2.39940 -2.44901 -1.07891
C 1.07447 2.38539 -5.35140
C 1.55856 2.78147 -3.96696
O 0.64694 2.11737 -3.03886
P 0.36027 2.47427 -1.47750
O 0.38930 1.39087 -0.48521
O -0.94880 3.44243 -1.50765
C -1.17334 4.44553 -2.50393
C -2.41504 3.83708 -3.19978
O 1.64439 3.44114 -1.23779
C 1.68268 4.60948 -0.49269
C 2.02098 5.73121 -1.43165
H 1.83207 2.76711 -6.03583
H 0.93019 1.33380 -5.59926
H 0.12762 2.85240 -5.62249
H 2.52839 2.31441 -3.79551
H 1.49854 3.86520 -3.86683
H -1.52236 5.39379 -2.09515
H -0.31559 4.59731 -3.15914
H -3.31772 3.58774 -2.64202
H -2.69910 4.52148 -3.99916
H -2.41498 2.81841 -3.58762
H 0.79376 4.84978 0.09055
H 2.52748 4.62602 0.19590
H 2.68352 5.41366 -2.23682
H 1.15472 6.23452 -1.86100
H 2.50795 6.52754 -0.86878
C 5.81190 -2.62175 0.57636
C 4.76992 -1.64699 0.90146
O 4.90496 -0.42778 0.26525
P 3.60406 0.51802 0.02071
O 2.27374 -0.13329 0.34159
O 3.67870 1.04531 -1.50233
C 4.91176 1.34048 -2.05053
C 4.98778 2.86715 -2.26664
O 3.94775 1.83538 0.99476
C 5.27079 2.33733 1.28282
C 4.91068 3.49452 2.25847
H 6.80662 -2.42958 0.97848
H 5.51474 -3.47149 1.19097
H 5.90381 -3.01257 -0.43701
H 3.77892 -2.09756 0.95631
H 4.87660 -1.42283 1.96281
H 5.66425 0.83971 -1.44137
H 4.86889 0.84008 -3.01793
H 4.33230 3.40594 -2.95086
H 4.87022 3.39726 -1.32152
H 6.00776 3.01387 -2.62192
H 5.96550 1.67349 1.79739
H 5.75871 2.67137 0.36716
H 4.76633 3.07993 3.25616
H 5.69016 4.24977 2.35914
H 4.08920 4.17080 2.02198
C 2.12724 -5.79563 0.74018
C 1.64018 -4.98395 1.95423
O 0.22021 -4.84108 1.85726
P -0.70833 -3.48962 1.98806
O -0.29974 -2.34567 1.11191
O -2.25169 -4.04933 1.75496
C -2.52673 -5.15436 0.93154
C -3.89582 -5.06525 0.33403
O -0.75750 -3.16511 3.58226
C -1.09711 -4.15417 4.54877
C -2.51521 -3.70188 4.88106
H 1.81513 -6.83935 0.77691
H 1.64240 -5.49659 -0.18912
H 3.19219 -5.67214 0.54340
H 1.75385 -5.43087 2.94187
H 2.04821 -3.97505 2.01522
H -1.89879 -5.12527 0.04107
H -2.45154 -6.13132 1.40902
H -4.68727 -4.79860 1.03446
H -3.77980 -4.23267 -0.35982
H -4.21314 -6.01796 -0.08994
H -1.03928 -5.18406 4.19650
H -0.42993 -3.95779 5.38805
H -2.59086 -2.70214 5.30874
H -3.01557 -3.77248 3.91526
H -3.06417 -4.36087 5.55371
C -3.71215 4.46300 0.06499
C -3.83953 3.02714 0.62772
O -3.13971 2.07591 -0.23229
P -3.14873 0.47018 -0.04946
O -1.78344 -0.06364 0.21328
O -4.18335 0.30033 1.23362
C -5.45795 -0.31198 1.14900
C -5.23437 -1.75811 0.88191
O -3.88638 -0.07309 -1.39277
C -4.99102 0.62750 -2.01917
C -5.79219 -0.47750 -2.70201
H -4.01930 5.29566 0.69778
H -2.67252 4.56339 -0.24679
H -4.33900 4.64994 -0.80690
H -3.59096 3.02782 1.68900
H -4.90828 2.82292 0.69240
H -5.80319 -0.32713 2.18277
H -6.24466 0.18083 0.57775
H -4.44834 -2.30023 1.40761
H -6.11338 -2.35670 1.12085
H -5.05754 -1.86012 -0.18880
H -5.70957 1.12656 -1.36899
H -4.58500 1.36430 -2.71225
H -6.52574 -0.10146 -3.41519
H -5.22411 -1.21224 -3.27256
H -6.41612 -0.99882 -1.97604
*
```

5.
The following is a quantum chemistry calculation of 17 unconnected molecules or ions with the total composition H33O17, from OMol25.

## Properties
- total energy (eV) = -35340.626
- LUMO energy (eV) = 1.55
- Kohn-Sham gap (eV) = 8.20
- highest occupied orbital energy (eV) = -6.65
- energy relative to the best compared isomer or geometry (same formula, charge and spin) (kcal/mol) = 157.1

ORCA input file:
```
! RIJCOSX wB97M-V def2-TZVPD def2/J DEFGRID3
* xyz -1 1
O 1.10505 -4.04715 -3.45804
H 0.55602 -3.39671 -3.91240
H 0.99226 -3.92555 -2.53885
O -3.38625 -1.82722 1.38090
H -2.54456 -1.23889 0.51499
H -4.14599 -2.17225 1.04524
O -1.12895 4.47058 -4.06598
H -0.25141 4.02529 -4.24430
H -0.99893 4.56670 -3.18282
O -2.97847 1.38449 -3.06478
H -2.24238 1.41226 -3.54967
H -2.72327 0.56981 -2.46962
O -1.53739 -4.24649 0.86337
H -1.05792 -3.55382 1.41321
O 0.49750 -2.70652 5.36595
H 2.85942 1.84749 0.55634
H 0.58167 -2.68654 4.40037
O -0.44494 0.50716 1.07638
H 0.69047 -1.75030 -2.09733
H -1.25834 1.02986 1.41355
O 4.22556 -0.35769 -3.00954
H 4.40204 -0.47811 -2.04769
H -1.85870 -3.48752 0.28775
O -1.96760 -0.84256 -0.33583
H -0.87765 -0.20020 0.80899
H -2.36280 -0.09318 -0.73940
O 2.24099 3.75058 -3.66474
H 1.68308 3.02156 -3.41655
H 3.06553 3.43719 -4.06295
O 0.81419 -1.41564 -1.17531
H -0.07307 -1.51191 -0.86392
H -3.95429 -0.78840 2.37189
O -4.63317 2.55439 3.33340
H -4.26921 1.69648 2.88332
H -4.04018 3.05945 3.71341
O -4.04772 0.10695 2.90783
H -3.93744 -0.02307 3.80059
H -0.36492 -2.68581 5.62351
O 4.68231 -2.37889 1.27633
H 3.95664 -2.71141 1.09714
H 4.86320 -1.64165 1.77326
O 2.66379 1.51185 1.49389
H 1.72093 1.41318 1.55479
H 4.55567 0.43436 -3.13909
O 0.77261 3.97719 -2.01015
H 1.39229 4.69958 -1.74362
H 1.12861 3.32720 -1.26126
O 2.85156 -1.13343 3.00528
H 2.42517 -0.81812 3.89575
H 2.35903 -0.68457 2.19641
*
```